(one)
The molecule C5H14N2O, computed with the ωB97M-V functional and the def2-TZVPD basis.

Values from the calculation:
- LUMO: 0.0383 hartree
- Orbital gap: 0.36000 Eh
- Spin multiplicity: 1

Bonds (Å) are listed after each position.
Positions of all 22 atoms, in Å:
1 C 1.684 -1.780 -0.008  N2 1.445, H9 1.135, H10 1.161, H11 1.089
2 N 0.313 -1.808 -0.465  C1 1.445, C3 1.481, H12 1.029
3 C -0.324 -0.476 -0.355  N2 1.481, C4 1.584, C6 1.578, H13 1.245
4 C 0.369 0.440 -1.446  C3 1.584, N5 1.507, H14 1.119, H15 1.121
5 N -0.732 1.417 -1.768  C4 1.507, H16 0.974, H17 1.023
6 C -0.314 0.165 1.087  C3 1.578, C7 1.498, O8 1.404, H18 1.108
7 C -1.479 0.967 1.581  C6 1.498, H19 1.079, H20 1.199, H21 1.073
8 O 0.785 0.983 1.395  C6 1.404, H22 0.930
9 H 2.322 -1.137 -0.691  C1 1.135
10 H 1.894 -1.529 1.105  C1 1.161
11 H 2.142 -2.765 -0.087  C1 1.089
12 H -0.169 -2.549 0.063  N2 1.029
13 H -1.536 -0.569 -0.624  C3 1.245
14 H 0.694 -0.140 -2.346  C4 1.119
15 H 1.165 1.058 -0.953  C4 1.121
16 H -1.620 1.047 -1.615  N5 0.974
17 H -0.649 1.771 -2.725  N5 1.023
18 H -0.193 -0.554 1.921  C6 1.108
19 H -2.043 0.549 2.400  C7 1.079
20 H -2.100 1.460 0.682  C7 1.199
21 H -1.049 1.801 2.103  C7 1.073
22 H 0.841 1.648 0.747  O8 0.930

---

(two)
A cluster of 2 separate species, C5H14N2O in total, computed with the ωB97M-V functional and the def2-TZVPD basis.

Values from the calculation:
- LUMO: 0.0348 hartree
- Orbital gap: 0.36551 Eh
- Spin multiplicity: 1

Bonds (Å) are listed after each position.
Positions of all 22 atoms, in Å:
1 C -0.543 -1.811 -1.619  C2 1.325, H8 1.088, H9 1.090
2 C -1.032 -1.551 -0.416  C1 1.325, C3 1.515, H10 1.086
3 C -0.166 -1.303 0.801  C2 1.515, C4 1.559, H11 1.090, H12 1.072
4 C 0.714 -0.017 0.744  C3 1.559, N5 1.445, C6 1.517, H13 1.094
5 N 1.974 -0.259 1.411  C4 1.445, H14 1.002, H15 1.006
6 C 0.009 1.162 1.386  C4 1.517, N7 1.477, H16 1.101, H17 1.103
7 N -0.044 2.306 0.454  C6 1.477, H18 1.024, H19 1.013
8 H 0.475 -1.870 -2.000  C1 1.088
9 H -1.258 -1.983 -2.424  C1 1.090
10 H -2.097 -1.387 -0.283  C2 1.086
11 H -0.773 -1.265 1.706  C3 1.090
12 H 0.434 -2.180 0.943  C3 1.072
13 H 0.863 0.180 -0.321  C4 1.094
14 H 2.229 0.514 1.995  N5 1.002
15 H 2.744 -0.659 0.903  N5 1.006
16 H 0.610 1.467 2.257  C6 1.101
17 H -0.949 0.833 1.823  C6 1.103
18 H -0.874 2.861 0.682  N7 1.024
19 H -0.307 1.916 -0.444  N7 1.013
20 O -0.983 1.220 -2.517  H21 0.970, H22 0.973
21 H -0.853 0.363 -2.081  O20 0.970
22 H -0.176 1.462 -3.002  O20 0.973

---

(three)
A cluster of 2 separate species, C5H14N2O in total, computed with the ωB97M-V functional and the def2-TZVPD basis.

Values from the calculation:
- LUMO: 0.0336 hartree
- Orbital gap: 0.36133 Eh
- Spin multiplicity: 1

Bonds (Å) are listed after each position.
Positions of all 22 atoms, in Å:
1 C 1.960 1.272 -0.397  C2 1.505, H5 1.088, H6 1.090, H7 1.088
2 C 1.478 -0.004 0.239  C1 1.505, C3 1.671, O4 1.217
3 C 1.647 -1.292 -0.812  C2 1.671, H8 1.088, H9 1.087, H10 1.088
4 O 1.546 -0.225 1.434  C2 1.217
5 H 2.964 1.140 -0.797  C1 1.088
6 H 1.290 1.546 -1.212  C1 1.090
7 H 1.941 2.082 0.329  C1 1.088
8 H 2.722 -1.456 -0.778  C3 1.088
9 H 1.194 -2.189 -0.399  C3 1.087
10 H 1.396 -1.047 -1.841  C3 1.088
11 C -2.197 0.029 -0.816  C12 1.520, H15 1.093, H16 1.087, H17 1.087
12 C -1.109 -0.007 0.244  C11 1.520, N13 1.451, N14 1.452, H18 1.269
13 N -1.070 1.271 0.929  C12 1.451, H19 1.016, H20 1.016
14 N -1.271 -1.183 1.080  C12 1.452, H21 1.017, H22 1.015
15 H -3.175 0.139 -0.339  C11 1.093
16 H -2.069 0.888 -1.471  C11 1.087
17 H -2.218 -0.899 -1.383  C11 1.087
18 H -0.070 -0.397 -0.373  C12 1.269
19 H -1.962 1.474 1.370  N13 1.016
20 H -0.365 1.252 1.661  N13 1.016
21 H -0.490 -1.245 1.729  N14 1.017
22 H -2.141 -1.149 1.603  N14 1.015

---

Which of them is the most stable? Correct choice: (two).

---

(one)
The molecule C23H32N4O3, computed with the ωB97M-V functional and the def2-TZVPD basis.

Values from the calculation:
- LUMO: 0.0219 hartree
- Orbital gap: 0.29593 Eh
- Spin multiplicity: 1

Bonds (Å) are listed after each position.
Positions of all 62 atoms, in Å:
1 C -4.412 -0.240 -2.171  C2 1.533, H31 1.088, H32 1.087, H33 1.086
2 C -2.983 -0.372 -1.633  C1 1.533, N3 1.452, H34 1.093, H35 1.096
3 N -2.807 -1.060 -0.367  C2 1.452, C4 1.454, C6 1.455
4 C -3.206 -0.319 0.819  N3 1.454, C5 1.534, H36 1.091, H37 1.097
5 C -4.663 -0.441 1.284  C4 1.534, H38 1.086, H39 1.087, H40 1.088
6 C -3.178 -2.466 -0.381  N3 1.455, C7 1.533, H41 1.100, H42 1.094
7 C -2.365 -3.291 0.623  C6 1.533, C8 1.528, H43 1.091, H44 1.090
8 C -0.894 -3.399 0.225  C7 1.528, N9 1.444, H45 1.098, H46 1.093
9 N -0.256 -2.104 0.170  C8 1.444, C10 1.348, H47 1.014
10 C 0.915 -1.849 0.787  N9 1.348, O11 1.217, C12 1.495
11 O 1.535 -2.694 1.407  C10 1.217
12 C 1.397 -0.443 0.622  C10 1.495, C13 1.361, C22 1.423
13 C 0.555 0.611 0.802  C12 1.361, N14 1.364, H48 1.079
14 N 0.956 1.912 0.719  C13 1.364, C15 1.448, C19 1.391
15 C -0.013 2.970 0.918  N14 1.448, C16 1.544, H49 1.092, H50 1.093
16 C -0.840 3.245 -0.356  C15 1.544, O17 1.410, H51 1.097, H52 1.093
17 O -2.155 2.740 -0.292  C16 1.410, C18 1.408
18 C -3.058 3.569 0.399  O17 1.408, H53 1.096, H54 1.088, H55 1.096
19 C 2.251 2.308 0.400  N14 1.391, O20 1.229, C21 1.433
20 O 2.529 3.502 0.314  C19 1.229
21 C 3.143 1.203 0.207  C19 1.433, C22 1.402, N29 1.369
22 C 2.754 -0.139 0.320  C12 1.423, C21 1.402, C23 1.429
23 C 3.915 -0.921 0.039  C22 1.429, C24 1.395, C28 1.418
24 C 4.185 -2.289 -0.011  C23 1.395, C25 1.376, H56 1.077
25 C 5.460 -2.697 -0.335  C24 1.376, C26 1.398, H57 1.080
26 C 6.474 -1.774 -0.607  C25 1.398, C27 1.377, H58 1.080
27 C 6.240 -0.418 -0.557  C26 1.377, C28 1.392, H59 1.079
28 C 4.954 0.005 -0.234  C23 1.418, C27 1.392, N29 1.366
29 N 4.470 1.278 -0.125  C21 1.369, C28 1.366, C30 1.437
30 C 5.240 2.473 -0.327  N29 1.437, H60 1.093, H61 1.093, H62 1.088
31 H -4.909 -1.207 -2.199  C1 1.088
32 H -4.380 0.159 -3.182  C1 1.087
33 H -4.998 0.441 -1.560  C1 1.086
34 H -2.554 0.628 -1.521  C2 1.093
35 H -2.383 -0.915 -2.373  C2 1.096
36 H -2.984 0.730 0.616  C4 1.091
37 H -2.565 -0.646 1.647  C4 1.097
38 H -5.360 -0.200 0.487  C5 1.086
39 H -4.878 -1.445 1.642  C5 1.087
40 H -4.829 0.251 2.107  C5 1.088
41 H -4.249 -2.618 -0.183  C6 1.100
42 H -2.975 -2.850 -1.385  C6 1.094
43 H -2.785 -4.297 0.666  C7 1.091
44 H -2.442 -2.854 1.618  C7 1.090
45 H -0.819 -3.879 -0.759  C8 1.098
46 H -0.338 -4.003 0.947  C8 1.093
47 H -0.815 -1.373 -0.254  N9 1.014
48 H -0.486 0.472 1.047  C13 1.079
49 H -0.680 2.694 1.738  C15 1.092
50 H 0.557 3.862 1.190  C15 1.093
51 H -0.866 4.322 -0.563  C16 1.097
52 H -0.369 2.742 -1.205  C16 1.093
53 H -3.105 4.564 -0.059  C18 1.096
54 H -4.034 3.093 0.327  C18 1.088
55 H -2.789 3.682 1.455  C18 1.096
56 H 3.414 -3.003 0.222  C24 1.077
57 H 5.688 -3.751 -0.376  C25 1.080
58 H 7.462 -2.135 -0.856  C26 1.080
59 H 7.027 0.292 -0.761  C27 1.079
60 H 6.066 2.518 0.387  C30 1.093
61 H 5.649 2.494 -1.340  C30 1.093
62 H 4.589 3.333 -0.181  C30 1.088

---

(two)
The molecule C23H32N4O3, computed with the ωB97M-V functional and the def2-TZVPD basis.

Values from the calculation:
- LUMO: 0.0112 hartree
- Orbital gap: 0.29187 Eh
- Spin multiplicity: 1

Bonds (Å) are listed after each position.
Positions of all 62 atoms, in Å:
1 C 4.086 2.897 -2.668  O2 1.418, H31 1.092, H32 1.087, H33 1.092
2 O 3.202 2.831 -1.562  C1 1.418, C3 1.352
3 C 3.286 1.710 -0.811  O2 1.352, O4 1.220, C5 1.437
4 O 4.067 0.806 -1.060  C3 1.220
5 C 2.348 1.699 0.277  C3 1.437, N6 1.381, C13 1.396
6 N 1.411 2.691 0.492  C5 1.381, C7 1.357, H34 1.005
7 C 0.601 2.316 1.514  N6 1.357, C8 1.392, C12 1.422
8 C -0.509 2.967 2.044  C7 1.392, C9 1.376, H35 1.080
9 C -1.185 2.347 3.069  C8 1.376, C10 1.400, H36 1.080
10 C -0.763 1.112 3.574  C9 1.400, C11 1.375, H37 1.080
11 C 0.335 0.462 3.063  C10 1.375, C12 1.400, H38 1.078
12 C 1.034 1.054 2.005  C7 1.422, C11 1.400, C13 1.427
13 C 2.148 0.670 1.199  C5 1.396, C12 1.427, N14 1.376
14 N 2.906 -0.477 1.139  C13 1.376, C15 1.366, H39 1.019
15 C 2.708 -1.695 1.725  N14 1.366, O16 1.209, C17 1.523
16 O 2.097 -1.881 2.751  C15 1.209
17 C 3.356 -2.825 0.934  C15 1.523, C18 1.545, H40 1.090, H41 1.090
18 C 2.787 -2.831 -0.502  C17 1.545, N19 1.448, H42 1.093, H43 1.103
19 N 1.492 -2.184 -0.505  C18 1.448, C20 1.441, C30 1.445
20 C 1.075 -1.567 -1.740  N19 1.441, C21 1.529, H44 1.093, H45 1.105
21 C -0.058 -0.587 -1.433  C20 1.529, N22 1.453, H46 1.091, H47 1.103
22 N -1.187 -1.270 -0.826  C21 1.453, C23 1.470, C29 1.456
23 C -2.321 -0.405 -0.468  N22 1.470, C24 1.530, C28 1.534, H48 1.107
24 C -2.486 0.835 -1.348  C23 1.530, C25 1.528, H49 1.091, H50 1.092
25 C -3.688 1.656 -0.884  C24 1.528, C26 1.524, H51 1.093, H52 1.093
26 C -4.969 0.834 -0.948  C25 1.524, C27 1.524, H53 1.092, H54 1.092
27 C -4.819 -0.424 -0.100  C26 1.524, C28 1.525, H55 1.092, H56 1.093
28 C -3.610 -1.232 -0.556  C23 1.534, C27 1.525, H57 1.091, H58 1.090
29 C -0.744 -2.005 0.351  N22 1.456, C30 1.523, H59 1.091, H60 1.104
30 C 0.394 -2.962 0.020  N19 1.445, C29 1.523, H61 1.090, H62 1.105
31 H 3.848 2.114 -3.392  C1 1.092
32 H 3.947 3.879 -3.111  C1 1.087
33 H 5.119 2.767 -2.338  C1 1.092
34 H 1.348 3.532 -0.055  N6 1.005
35 H -0.827 3.922 1.653  C8 1.080
36 H -2.056 2.822 3.497  C9 1.080
37 H -1.317 0.663 4.385  C10 1.080
38 H 0.660 -0.487 3.457  C11 1.078
39 H 3.521 -0.457 0.327  N14 1.019
40 H 4.439 -2.695 0.913  C17 1.090
41 H 3.133 -3.757 1.453  C17 1.090
42 H 3.443 -2.255 -1.160  C18 1.093
43 H 2.750 -3.864 -0.887  C18 1.103
44 H 1.913 -1.013 -2.170  C20 1.093
45 H 0.724 -2.310 -2.478  C20 1.105
46 H -0.381 -0.134 -2.371  C21 1.091
47 H 0.344 0.200 -0.772  C21 1.103
48 H -2.194 -0.048 0.572  C23 1.107
49 H -1.596 1.463 -1.291  C24 1.091
50 H -2.633 0.531 -2.386  C24 1.092
51 H -3.784 2.546 -1.511  C25 1.093
52 H -3.519 1.987 0.144  C25 1.093
53 H -5.814 1.429 -0.593  C26 1.092
54 H -5.168 0.552 -1.984  C26 1.092
55 H -5.721 -1.035 -0.173  C27 1.092
56 H -4.689 -0.141 0.947  C27 1.093
57 H -3.741 -1.550 -1.592  C28 1.091
58 H -3.521 -2.131 0.055  C28 1.090
59 H -1.586 -2.574 0.748  C29 1.091
60 H -0.392 -1.314 1.137  C29 1.104
61 H 0.706 -3.465 0.936  C30 1.090
62 H 0.049 -3.720 -0.706  C30 1.105

---

Which of them is the most stable? Correct choice: (two).

---

(one)
A cluster of 2 separate species, C10H16O in total, computed with the ωB97M-V functional and the def2-TZVPD basis.

Values from the calculation:
- LUMO: 0.0330 hartree
- Orbital gap: 0.33934 Eh
- Spin multiplicity: 1

Bonds (Å) are listed after each position.
Positions of all 27 atoms, in Å:
1 C 0.825 2.275 -0.249  C2 1.524, H9 1.136, H10 1.118, H11 1.070
2 C -0.582 1.712 -0.087  C1 1.524, C3 1.392, C8 1.406
3 C -1.681 2.456 0.334  C2 1.392, C4 1.428, H12 1.125
4 C -2.980 1.918 0.088  C3 1.428, C5 1.410, H13 1.124
5 C -3.015 0.540 -0.212  C4 1.410, O6 1.405, C7 1.494
6 O -4.181 0.044 -0.820  C5 1.405, H14 1.046
7 C -1.870 -0.304 -0.671  C5 1.494, C8 1.382, H15 1.070
8 C -0.677 0.378 -0.523  C2 1.406, C7 1.382, H16 1.029
9 H 0.912 3.397 -0.401  C1 1.136
10 H 1.479 1.762 -0.998  C1 1.118
11 H 1.376 2.107 0.653  C1 1.070
12 H -1.604 3.540 0.626  C3 1.125
13 H -3.848 2.606 0.280  C4 1.124
14 H -4.945 0.127 -0.110  O6 1.046
15 H -2.111 -1.288 -1.015  C7 1.070
16 H 0.193 -0.142 -0.701  C8 1.029
17 C 1.803 -2.235 1.588  C18 1.591, H20 1.072, H21 1.048, H22 1.064
18 C 1.502 -1.908 0.061  C17 1.591, C19 1.471, H23 1.065, H24 1.100
19 C 2.743 -1.649 -0.686  C18 1.471, H25 1.045, H26 1.140, H27 1.070
20 H 2.734 -1.823 1.924  C17 1.072
21 H 1.891 -3.263 1.766  C17 1.048
22 H 0.987 -1.883 2.174  C17 1.064
23 H 1.022 -2.600 -0.589  C18 1.065
24 H 0.883 -1.002 0.140  C18 1.100
25 H 3.360 -2.493 -0.676  C19 1.045
26 H 2.576 -1.397 -1.785  C19 1.140
27 H 3.207 -0.874 -0.112  C19 1.070

---

(two)
A cluster of 2 separate species, C10H16O in total, computed with the ωB97M-V functional and the def2-TZVPD basis.

Values from the calculation:
- LUMO: 0.0311 hartree
- Orbital gap: 0.33661 Eh
- Spin multiplicity: 1

Bonds (Å) are listed after each position.
Positions of all 27 atoms, in Å:
1 C -1.254 -2.612 0.961  C2 1.514, H10 1.093, H11 1.108, H12 1.125
2 C -0.570 -1.262 1.010  C1 1.514, C3 1.496, H13 1.169, H14 1.151
3 C -0.226 -0.901 -0.401  C2 1.496, C4 1.414, C9 1.418
4 C -0.986 -1.144 -1.569  C3 1.414, C5 1.375, H15 1.105
5 C -0.633 -0.686 -2.816  C4 1.375, C6 1.392, H16 1.059
6 C 0.645 -0.164 -2.998  C5 1.392, O7 1.371, C8 1.379
7 O 1.046 0.152 -4.270  C6 1.371, H17 0.961
8 C 1.421 0.122 -1.895  C6 1.379, C9 1.367, H18 1.104
9 C 0.994 -0.220 -0.643  C3 1.418, C8 1.367, H19 1.047
10 H -2.264 -2.699 0.554  C1 1.093
11 H -1.437 -3.060 1.959  C1 1.108
12 H -0.569 -3.401 0.546  C1 1.125
13 H -1.200 -0.394 1.476  C2 1.169
14 H 0.403 -1.236 1.624  C2 1.151
15 H -1.927 -1.688 -1.371  C4 1.105
16 H -1.359 -0.785 -3.580  C5 1.059
17 H 1.995 0.047 -4.381  O7 0.961
18 H 2.392 0.627 -2.041  C8 1.104
19 H 1.520 -0.017 0.240  C9 1.047
20 C 0.693 2.947 2.513  C21 1.519, H22 1.089, H23 1.098, H24 1.076
21 C -0.179 1.876 1.881  C20 1.519, H25 1.129, H26 1.085, H27 1.105
22 H 1.636 2.937 1.967  C20 1.089
23 H 0.194 3.917 2.391  C20 1.098
24 H 0.954 2.798 3.546  C20 1.076
25 H -1.230 2.051 2.256  C21 1.129
26 H 0.130 0.910 2.266  C21 1.085
27 H -0.187 1.885 0.776  C21 1.105

---

Which of them is the most stable? Correct choice: (two).